Molecular formula: C25H40BI2LuN3O5
Method: DFT, ωB97M-V/def2-TZVPD

The geometry in XYZ format:
```
77
Properties=species:S:1:pos:R:3:forces:R:3
C 4.759 3.734 0.843 -0.60 0.34 -0.21
C 3.454 3.564 1.673 0.80 -1.15 -0.78
C 3.354 2.098 2.212 0.09 0.12 0.87
C 3.567 1.992 3.766 0.15 0.32 -0.63
C 2.087 1.366 1.770 1.81 1.16 0.50
N 2.274 0.292 1.055 -1.89 0.74 0.35
C 1.088 -0.315 0.704 0.47 -0.92 -0.68
C 1.216 -1.462 -0.107 0.64 -0.88 -1.18
C 2.624 -1.887 -0.537 -0.08 0.24 1.12
O 3.066 -1.198 -1.762 -1.43 -0.16 -0.71
O 4.395 -0.753 -1.631 0.50 0.05 -0.26
C 0.092 -2.187 -0.518 0.61 0.70 0.51
C 0.301 -3.401 -1.419 -0.24 0.56 0.08
C 0.756 -2.987 -2.841 -0.55 -2.21 -0.60
C -0.249 -3.352 -4.011 0.00 1.80 -0.10
C -1.488 -2.377 -4.166 0.75 -0.15 -0.31
C -1.183 -0.845 -4.162 0.53 -0.71 0.27
C -2.431 0.062 -4.237 0.37 0.60 0.63
O -2.777 0.420 -2.911 -0.25 -0.30 -0.38
C -4.172 0.732 -2.868 -0.28 -0.18 0.26
C -1.174 -1.742 -0.088 -0.81 -0.64 -0.79
B -2.439 -2.605 -0.582 -0.05 -0.41 0.21
O -3.452 -2.042 -1.308 0.09 0.16 0.32
O -2.509 -3.954 -0.299 -0.33 0.85 0.74
C -2.348 -4.232 1.122 0.44 -0.82 -0.47
C -1.351 -0.622 0.710 0.26 0.00 -0.24
C -2.813 -0.348 1.078 -0.02 0.58 0.57
N -3.121 0.792 1.952 -0.19 -0.36 0.24
C -0.191 0.121 1.093 -0.71 0.40 0.52
N -0.319 1.266 1.847 0.98 -0.17 -0.23
C 0.791 1.881 2.157 -0.38 0.04 -0.37
C 0.630 3.176 2.961 -1.48 -1.48 0.41
I 0.289 4.886 1.659 0.48 -0.06 0.27
C -0.660 3.047 3.857 0.48 1.29 0.69
C -0.549 3.947 5.118 -0.18 -0.53 -0.81
I -2.375 3.847 2.751 0.14 -0.52 0.09
H 5.622 3.989 1.461 -0.10 -0.07 -0.12
H 4.589 4.514 0.091 0.34 0.08 0.32
H 4.976 2.829 0.262 0.00 0.07 0.26
H 3.427 4.301 2.481 -0.27 -0.02 -0.21
H 2.644 3.686 0.938 0.00 0.34 0.37
H 4.211 1.566 1.788 -0.46 -0.18 -0.17
H 4.631 1.815 3.950 -0.21 -0.06 0.10
H 2.995 1.170 4.206 0.10 0.20 0.06
H 3.342 2.953 4.243 -0.12 -0.33 0.15
H 3.357 -1.576 0.210 -0.25 -0.06 -0.05
H 2.721 -2.973 -0.625 0.04 0.22 -0.47
H 4.308 0.128 -1.224 -0.14 -0.10 0.08
H 1.052 -4.036 -0.940 -0.06 0.02 -0.35
H -0.579 -4.034 -1.560 -0.04 0.32 0.35
H 1.702 -3.541 -3.019 0.03 0.55 -0.27
H 0.985 -1.904 -2.864 -1.45 -1.50 3.26
H 0.316 -3.366 -4.972 -0.14 -0.05 0.14
H -0.645 -4.368 -3.911 0.44 0.07 0.21
H -2.238 -2.648 -3.416 0.07 0.44 -0.03
H -1.920 -2.593 -5.151 -0.06 -0.09 0.27
H -0.545 -0.552 -5.067 -0.35 -0.32 0.43
H -0.661 -0.534 -3.202 -0.24 -0.03 -0.57
H -3.278 -0.451 -4.711 0.34 -0.03 -0.21
H -2.175 0.991 -4.770 -0.21 -0.33 -0.27
H -4.429 1.528 -3.579 0.09 -0.03 0.26
H -4.423 1.018 -1.843 0.16 0.17 -0.23
H -4.777 -0.156 -3.105 0.19 0.12 -0.04
H -4.286 -2.498 -1.114 0.10 -0.24 -0.48
H -1.307 -4.057 1.422 -0.26 0.16 0.10
H -3.056 -3.649 1.717 0.17 -0.10 -0.04
H -2.550 -5.298 1.243 -0.09 0.22 0.09
H -3.376 -0.207 0.151 0.24 -0.20 0.09
H -3.179 -1.256 1.584 0.05 -0.03 -0.47
H -3.236 0.438 2.898 0.13 0.24 0.00
H -4.031 1.168 1.709 0.08 -0.06 -0.09
H 1.449 3.341 3.661 0.13 0.38 -0.49
H -0.836 2.019 4.172 -0.28 0.05 -0.56
H 0.072 3.420 5.851 0.13 0.32 -0.11
H -0.125 4.906 4.802 -0.04 -0.02 0.49
H -1.536 4.098 5.562 0.24 0.06 0.02
Lu 1.647 -1.093 -4.212 1.57 1.51 -1.70
```
Forces are in eV/Å.

Its net charge is +3. The calculation puts the energy at -3371.5768 Eh. The LUMO energy is -12.6 eV. The calculation puts the largest force on an atom at 3.87 eV/A.

***

Molecular formula: C6H12O
Method: DFT, ωB97M-V/def2-TZVPD

The geometry in XYZ format:
```
19
Properties=species:S:1:pos:R:3:forces:R:3
C 1.579 1.218 -0.011 0.07 0.04 0.02
C 0.676 -0.009 0.162 0.01 0.03 -0.09
C 1.396 -1.299 -0.242 0.01 -0.04 0.00
C -0.648 0.213 -0.557 0.23 0.05 0.02
C -1.752 -0.806 -0.500 -0.10 -0.13 -0.01
C -1.878 0.462 0.285 -0.17 0.01 -0.22
O -1.782 0.352 1.681 0.03 0.01 -0.09
H 1.056 2.152 0.229 -0.01 -0.16 0.00
H 2.455 1.155 0.641 -0.06 -0.02 -0.10
H 1.938 1.308 -1.044 -0.08 -0.08 0.12
H 0.441 -0.113 1.226 0.12 -0.02 -0.05
H 2.311 -1.420 0.349 -0.07 0.03 -0.12
H 1.671 -1.313 -1.303 -0.06 0.10 0.12
H 0.769 -2.175 -0.048 0.05 0.12 -0.05
H -0.572 0.775 -1.489 -0.03 -0.06 0.21
H -2.371 -0.942 -1.381 0.04 0.08 0.13
H -1.576 -1.717 0.060 0.02 0.10 0.09
H -2.613 1.196 -0.044 0.17 -0.07 -0.01
H -1.100 0.963 1.984 -0.16 0.02 0.03
```
Forces are in eV/Å.

The SMILES is CC(C)[C@H]1C[C@H]1O. Its net charge is 0. The calculation puts the energy at -311.0147 Eh. The LUMO energy is 1.0 eV. As for the energy above the lowest of the compared OMol25 structures with the same formula, charge and spin: 27.94 kcal/mol. The calculation puts the largest force on an atom at 0.28 eV/A.

***

What is the formula in the second record?
C6H12O

***

Among the records above, which one has the highest net charge?
C25H40BI2LuN3O5